Entry 1:
{
  "formula": "C3H9N2S",
  "method": "ωB97M-V/def2-TZVPD",
  "orbital_gap_ev": 5.81,
  "homo_energy_ev": -2.24,
  "smiles": "NCNCC[S-]",
  "lumo_ev": 3.567,
  "total_charge": -1,
  "de_lowest_kj_mol": 86.52,
  "species": ["C", "C", "S", "N", "C", "N", "H", "H", "H", "H", "H", "H", "H", "H", "H"],
  "coordinates": [[0.534, 0.888, 0.216], [-0.211, 2.227, 0.122], [1.010, 3.622, 0.049], [-0.343, -0.273, 0.453], [-0.006, -1.344, -0.510], [-0.566, -2.658, -0.255], [1.287, 1.054, 0.989], [1.036, 0.814, -0.749], [-0.801, 2.242, -0.805], [-0.982, 2.326, 0.893], [-0.103, -0.731, 1.329], [-0.329, -1.039, -1.515], [1.079, -1.435, -0.688], [-0.065, -3.191, 0.456], [-1.540, -2.503, 0.014]],
  "lowdin_charge": [-0.378, -0.782, 0.013, -0.073, -0.379, -0.019, 0.074, 0.081, 0.023, 0.029, 0.085, 0.107, 0.105, 0.054, 0.062]
}


Entry 2:
{
  "formula": "C3H9N2S",
  "method": "ωB97M-V/def2-TZVPD",
  "orbital_gap_ev": 8.81,
  "homo_energy_ev": -12.86,
  "smiles": "N/C=[NH+]/CCS",
  "lumo_ev": -4.054,
  "total_charge": 1,
  "de_lowest_kj_mol": 112.36,
  "species": ["C", "C", "C", "N", "N", "S", "H", "H", "H", "H", "H", "H", "H", "H", "H"],
  "coordinates": [[-0.664, -0.859, -0.239], [0.288, -1.752, -0.971], [-0.658, 1.540, 0.156], [-0.096, 2.569, 0.761], [-0.101, 0.409, 0.417], [1.704, -2.369, 0.179], [-1.471, -0.592, -0.975], [-0.947, -1.377, 0.664], [-0.194, -2.650, -1.276], [0.747, -1.390, -1.870], [-1.275, 1.597, -0.754], [0.659, 2.251, 1.414], [-0.388, 3.542, 0.531], [0.366, 0.256, 1.224], [2.030, -1.174, 0.739]],
  "lowdin_charge": [-0.192, -0.456, -0.134, 0.172, 0.070, 0.707, 0.146, 0.116, 0.069, 0.067, 0.180, 0.166, 0.165, 0.096, -0.173]
}


What is the formula in the first record? C3H9N2S